(1)
Molecular formula: C32H96O16
Method: DFT, the ωB97M-V functional and the def2-TZVPD basis

Summary:
Net charge: 0
Maximum force in eV/Å: 3.26
E_LUMO in Eh: 0.0027
Energy relative to the best compared isomer or geometry (same formula, charge and spin) in kJ/mol: 135.66
HOMO in eV: -9.38
Frontier orbital gap in hartree: 0.3475

Each line ends with the Mulliken charge.
CARTESIAN COORDINATES (ANGSTROEM)
C: -3.17 0.54 -2.31  -0.947
C: -3.59 -0.86 -2.90  0.982
C: -4.80 -1.40 -2.28  -1.388
O: -3.79 -0.65 -4.28  -0.605
H: -2.44 0.96 -3.00  0.400
H: -2.80 0.44 -1.28  -0.188
H: -4.03 1.20 -2.36  0.642
H: -2.79 -1.59 -2.79  -0.166
H: -5.71 -0.80 -2.38  0.422
H: -4.69 -1.38 -1.20  0.033
H: -5.07 -2.41 -2.58  0.336
H: -4.47 0.03 -4.33  0.403
C: 5.24 -1.55 -2.02  -0.894
C: 5.65 -2.45 -0.78  0.039
C: 4.54 -2.77 0.19  -0.302
O: 6.02 -3.70 -1.41  -0.623
H: 4.51 -2.05 -2.65  0.154
H: 6.16 -1.39 -2.58  0.397
H: 4.75 -0.64 -1.66  0.129
H: 6.57 -2.05 -0.35  0.429
H: 4.21 -1.82 0.60  -0.109
H: 4.89 -3.40 1.01  0.334
H: 3.68 -3.23 -0.29  0.064
H: 5.37 -3.89 -2.09  0.361
C: 2.85 -3.36 3.28  -2.174
C: 1.65 -3.67 2.41  1.239
C: 0.71 -4.61 3.11  -1.338
O: 0.91 -2.51 2.14  1.081
H: 3.57 -2.74 2.74  0.323
H: 3.45 -4.25 3.49  0.412
H: 2.57 -2.94 4.25  0.296
H: 1.88 -4.00 1.39  0.354
H: -0.09 -4.92 2.44  0.110
H: 0.42 -4.27 4.10  0.293
H: 1.13 -5.60 3.31  0.443
H: 0.29 -2.36 2.86  -0.728
C: -1.61 4.01 -1.56  -1.315
C: -0.67 4.23 -0.41  1.483
C: 0.14 5.57 -0.36  -1.265
O: -1.40 4.08 0.77  -0.324
H: -2.33 4.82 -1.50  0.445
H: -2.22 3.11 -1.55  0.208
H: -1.09 4.09 -2.52  0.327
H: 0.14 3.50 -0.36  -0.789
H: -0.45 6.47 -0.21  0.352
H: 0.86 5.67 -1.17  0.326
H: 0.76 5.52 0.54  0.267
H: -2.12 4.71 0.73  0.253
C: -5.22 -2.44 3.01  -1.692
C: -4.16 -2.43 1.90  1.292
C: -2.74 -2.23 2.41  -0.080
O: -4.15 -3.56 1.10  -0.623
H: -5.17 -3.30 3.67  0.406
H: -6.22 -2.50 2.58  0.466
H: -5.18 -1.52 3.59  0.302
H: -4.40 -1.56 1.29  -0.389
H: -1.93 -2.27 1.68  -0.651
H: -2.58 -2.95 3.21  0.416
H: -2.69 -1.21 2.78  0.061
H: -3.48 -3.48 0.41  0.265
C: -0.64 -5.06 -0.31  -1.331
C: -1.69 -4.52 -1.26  0.436
C: -2.92 -5.47 -1.57  -1.494
O: -2.09 -3.36 -0.69  0.525
H: 0.02 -4.27 0.06  -0.077
H: -0.20 -5.95 -0.75  0.431
H: -1.15 -5.39 0.60  0.331
H: -1.11 -4.29 -2.16  0.436
H: -2.54 -6.39 -2.00  0.388
H: -3.62 -4.99 -2.25  0.336
H: -3.47 -5.56 -0.63  0.331
H: -1.34 -2.78 -0.85  -0.717
C: -0.10 -0.49 -5.54  -1.237
C: 1.11 0.35 -5.18  0.260
C: 0.85 1.57 -4.24  -0.227
O: 1.96 -0.56 -4.58  -0.463
H: -0.74 -0.58 -4.67  0.048
H: 0.29 -1.46 -5.86  0.414
H: -0.72 -0.08 -6.34  0.383
H: 1.52 0.54 -6.17  0.359
H: 0.63 2.39 -4.92  0.444
H: 1.56 1.82 -3.45  0.155
H: -0.06 1.33 -3.70  -0.404
H: 2.71 0.02 -4.47  0.247
C: -0.97 -0.08 0.54  0.070
C: 0.16 -0.33 -0.46  1.452
C: 1.42 0.44 -0.24  -0.109
O: 0.49 -1.74 -0.43  3.212
H: -1.21 0.97 0.37  -0.127
H: -0.74 -0.16 1.61  -0.431
H: -1.78 -0.74 0.26  0.073
H: -0.21 0.08 -1.40  -0.305
H: 1.92 0.29 0.71  -0.389
H: 1.07 1.46 -0.06  -0.732
H: 2.21 0.47 -0.99  0.286
H: 0.68 -1.98 0.48  -1.365
C: 3.22 4.16 -1.65  -0.162
C: 4.40 4.48 -2.62  -0.007
C: 5.81 4.25 -2.07  -1.394
O: 4.22 3.77 -3.79  -0.510
H: 2.30 4.08 -2.23  -0.017
H: 3.15 5.00 -0.97  0.483
H: 3.40 3.18 -1.21  -0.076
H: 4.27 5.56 -2.72  0.317
H: 6.02 3.20 -1.88  0.301
H: 6.07 4.77 -1.15  0.368
H: 6.56 4.53 -2.81  0.377
H: 3.87 4.39 -4.43  0.324
C: -5.85 3.27 2.79  -1.412
C: -4.45 2.76 2.90  0.142
C: -3.98 1.97 1.68  -0.174
O: -3.73 3.90 3.11  -0.609
H: -6.49 2.57 2.26  0.369
H: -5.94 4.18 2.19  0.370
H: -6.25 3.43 3.80  0.339
H: -4.41 2.03 3.70  0.310
H: -2.96 1.63 1.89  -0.451
H: -3.97 2.57 0.77  0.266
H: -4.66 1.16 1.42  0.476
H: -3.77 4.47 2.34  0.325
O: -1.22 2.99 3.42  -0.667
H: -1.09 3.08 2.48  0.290
H: -2.12 3.28 3.58  0.451
O: 2.06 -2.97 -2.53  -0.735
H: 2.19 -2.22 -3.11  0.341
H: 1.38 -2.69 -1.92  -0.060
O: 4.59 1.32 1.18  -0.634
H: 4.27 0.61 1.74  0.364
H: 4.04 2.07 1.39  0.308
O: 2.98 -0.42 2.75  -0.647
H: 2.42 -1.20 2.77  -0.196
H: 2.99 -0.12 3.66  0.177
C: 2.03 3.44 2.33  -0.083
O: 3.15 3.75 1.57  -0.610
H: 1.06 3.48 1.83  -0.050
H: 2.14 2.42 2.71  -0.060
H: 1.84 4.09 3.19  0.392
H: 3.09 4.63 1.20  0.322
C: -0.04 -0.16 4.68  -0.430
O: 0.11 -1.51 4.89  -0.465
H: 0.92 0.34 4.52  0.129
H: -0.64 0.04 3.79  0.016
H: -0.45 0.37 5.53  0.455
H: 0.46 -1.65 5.77  0.281



(2)
Molecular formula: C32H96O16
Method: DFT, the ωB97M-V functional and the def2-TZVPD basis

Summary:
Net charge: 0
Maximum force in eV/Å: 1.76
E_LUMO in Eh: 0.0037
Energy relative to the best compared isomer or geometry (same formula, charge and spin) in kJ/mol: 90.92
HOMO in eV: -9.48
Frontier orbital gap in hartree: 0.3521

Each line ends with the Mulliken charge.
CARTESIAN COORDINATES (ANGSTROEM)
C: -1.18 -0.59 0.32  1.335
C: 0.18 -0.54 -0.35  0.971
O: 0.85 0.66 -0.01  1.610
H: -1.05 -0.51 1.40  -1.038
H: -1.70 -1.51 0.08  0.016
H: -1.82 0.22 -0.03  -0.820
H: -0.01 -0.52 -1.44  -0.707
H: 0.77 -1.42 -0.07  -0.355
H: 1.67 0.73 -0.54  -0.579
C: -3.97 -1.24 -1.75  -0.021
C: -4.97 -1.53 -0.65  -0.658
O: -4.30 -1.53 0.62  -0.187
H: -4.49 -1.16 -2.71  0.695
H: -3.16 -1.97 -1.79  -0.052
H: -3.48 -0.29 -1.56  -0.331
H: -5.51 -2.46 -0.79  0.491
H: -5.73 -0.74 -0.63  0.155
H: -4.33 -0.61 0.93  -0.117
C: 1.75 3.71 2.02  0.160
C: 0.94 4.86 2.61  -0.415
O: 1.72 5.73 3.42  -0.579
H: 1.16 3.24 1.22  -0.250
H: 2.02 2.93 2.74  0.260
H: 2.67 4.07 1.55  0.111
H: 0.06 4.49 3.13  0.206
H: 0.62 5.48 1.77  0.085
H: 2.08 5.22 4.15  0.336
C: -6.43 1.63 1.91  -1.250
C: -5.30 2.29 1.14  -0.215
O: -4.44 1.26 0.66  0.354
H: -6.02 1.16 2.80  0.268
H: -6.90 0.87 1.29  0.270
H: -7.19 2.34 2.21  0.407
H: -4.72 2.95 1.80  0.189
H: -5.65 2.93 0.32  0.334
H: -3.86 1.62 -0.03  -0.224
C: -4.20 -3.87 3.53  -1.327
C: -2.88 -3.70 2.78  0.367
O: -3.12 -3.92 1.38  -0.496
H: -4.03 -3.86 4.61  0.390
H: -4.67 -4.81 3.25  0.316
H: -4.86 -3.03 3.28  0.264
H: -2.22 -4.50 3.10  0.291
H: -2.47 -2.69 2.85  -0.092
H: -3.57 -3.10 1.08  0.404
C: 1.43 0.22 3.64  -1.186
C: 1.65 -1.12 2.96  1.584
O: 2.42 -1.95 3.80  -0.720
H: 0.73 0.10 4.47  0.507
H: 0.96 0.90 2.92  -0.183
H: 2.36 0.70 3.95  0.407
H: 2.13 -0.96 1.98  -0.425
H: 0.67 -1.56 2.75  -0.490
H: 2.42 -2.86 3.48  0.405
C: 2.24 -1.78 -3.66  -0.651
C: 1.95 -0.46 -4.33  -0.278
O: 3.18 0.30 -4.36  -0.578
H: 3.12 -2.24 -4.12  0.378
H: 1.37 -2.43 -3.64  0.204
H: 2.52 -1.63 -2.61  -0.250
H: 1.22 0.14 -3.78  0.041
H: 1.58 -0.60 -5.35  0.691
H: 3.01 1.15 -4.79  0.295
C: 4.02 -1.95 0.00  0.483
C: 5.29 -2.13 0.83  -0.900
O: 6.39 -1.40 0.28  -0.555
H: 3.21 -2.53 0.43  -0.411
H: 4.27 -2.33 -1.00  0.607
H: 3.69 -0.92 -0.08  -0.311
H: 5.55 -3.19 0.78  0.456
H: 5.15 -1.79 1.85  0.259
H: 6.50 -1.63 -0.65  0.318
C: -4.92 3.23 -2.97  -1.305
C: -3.69 3.56 -2.13  -0.084
O: -3.16 2.33 -1.63  -0.195
H: -5.65 2.66 -2.39  0.237
H: -4.61 2.67 -3.85  0.318
H: -5.43 4.14 -3.27  0.412
H: -3.96 4.20 -1.29  0.290
H: -2.96 4.06 -2.77  0.266
H: -2.22 2.48 -1.40  0.302
C: 0.11 5.09 -1.53  -1.148
C: 0.44 3.64 -1.80  0.561
O: -0.51 2.81 -1.11  -0.268
H: 0.13 5.40 -0.49  -0.002
H: -0.86 5.28 -1.97  0.318
H: 0.86 5.71 -2.04  0.421
H: 1.43 3.34 -1.43  -0.455
H: 0.41 3.44 -2.87  0.323
H: -0.05 2.10 -0.62  -0.211
C: 0.47 -4.43 1.83  -0.437
C: 1.87 -4.88 1.46  -0.430
O: 2.83 -4.42 2.42  -0.491
H: 0.34 -3.35 1.74  -0.383
H: 0.23 -4.70 2.86  0.465
H: -0.25 -4.92 1.18  0.360
H: 2.07 -4.51 0.45  0.194
H: 1.87 -5.97 1.54  0.483
H: 3.50 -5.10 2.55  0.245
C: -0.91 -4.62 -1.78  -0.435
C: 0.08 -5.57 -2.44  -0.646
O: 0.92 -6.20 -1.44  -0.513
H: -1.52 -5.14 -1.04  0.453
H: -1.56 -4.16 -2.54  0.387
H: -0.39 -3.83 -1.24  -0.139
H: 0.73 -5.01 -3.11  0.225
H: -0.43 -6.38 -2.97  0.373
H: 0.35 -6.75 -0.90  0.306
C: 4.64 1.59 1.76  0.046
C: 5.53 2.80 1.57  -0.384
O: 6.61 2.80 2.50  -0.581
H: 4.36 1.50 2.82  0.420
H: 5.13 0.65 1.48  0.308
H: 3.69 1.64 1.22  -0.520
H: 4.98 3.73 1.71  0.216
H: 5.92 2.82 0.55  0.169
H: 7.04 1.94 2.44  0.323
C: -1.47 0.07 -3.91  0.223
C: -0.99 0.13 -5.36  -0.373
O: -1.46 -0.98 -6.12  -0.550
H: -1.27 1.03 -3.42  -0.099
H: -0.90 -0.69 -3.37  -0.124
H: -2.55 -0.01 -3.84  0.276
H: 0.10 0.19 -5.41  0.048
H: -1.37 1.04 -5.82  0.440
H: -1.10 -1.78 -5.73  0.313
C: 5.41 1.64 -1.93  -1.611
C: 3.98 2.14 -1.72  -0.203
O: 3.09 1.04 -1.61  0.185
H: 5.70 0.96 -1.13  0.160
H: 6.11 2.48 -1.86  0.460
H: 5.53 1.15 -2.89  0.392
H: 3.67 2.77 -2.57  0.406
H: 3.96 2.76 -0.82  0.273
H: 3.12 0.58 -2.47  -0.240
C: -1.77 2.15 3.33  -0.883
C: -2.40 0.81 3.68  1.035
O: -2.86 0.79 5.03  -0.652
H: -1.32 2.13 2.34  -0.137
H: -1.04 2.49 4.06  0.393
H: -2.56 2.91 3.32  0.605
H: -1.69 -0.01 3.59  -0.425
H: -3.24 0.64 2.99  -0.334
H: -3.42 1.57 5.17  0.360



(3)
Molecular formula: C32H96O32S8
Method: DFT, the ωB97M-V functional and the def2-TZVPD basis

Summary:
Net charge: 0
Maximum force in eV/Å: 4.26
E_LUMO in Eh: -0.0043
Energy relative to the best compared isomer or geometry (same formula, charge and spin) in kJ/mol: 0.00
HOMO in eV: -9.87
Frontier orbital gap in hartree: 0.3585

Each line ends with the Mulliken charge.
CARTESIAN COORDINATES (ANGSTROEM)
O: 8.29 23.02 23.81  0.252
S: 8.71 24.01 22.80  0.546
O: 9.88 24.90 22.95  -0.612
O: 8.82 23.22 21.35  -0.030
C: 8.08 22.04 21.13  -0.092
C: 8.89 20.85 21.59  0.907
C: 7.38 25.15 22.38  -0.125
H: 8.03 21.94 20.04  -0.058
H: 7.06 22.03 21.52  -0.204
H: 9.94 20.92 21.30  -0.138
H: 8.42 19.96 21.18  -0.017
H: 8.86 20.72 22.67  -0.404
H: 6.50 24.57 22.12  -0.215
H: 7.66 25.79 21.54  -0.005
H: 7.29 25.67 23.33  0.090
O: 10.58 18.44 22.44  -0.172
S: 10.26 17.20 23.16  1.144
O: 10.06 17.21 24.58  -0.642
O: 8.88 16.52 22.43  -0.429
C: 8.65 16.76 21.00  0.725
C: 7.24 16.29 20.61  -1.443
C: 11.49 15.88 22.77  -1.307
H: 9.42 16.26 20.42  0.408
H: 8.80 17.82 20.77  -0.377
H: 6.47 16.61 21.32  0.288
H: 7.14 15.20 20.68  0.400
H: 6.91 16.53 19.61  0.359
H: 10.89 14.97 22.81  0.425
H: 12.25 15.92 23.55  0.459
H: 11.86 16.02 21.75  0.303
O: 13.40 28.78 17.85  -0.658
S: 13.98 28.47 19.16  1.246
O: 14.18 29.56 20.14  -0.570
O: 13.05 27.31 19.94  -0.380
C: 12.48 26.30 19.16  -0.238
C: 11.89 25.31 20.22  -0.913
C: 15.51 27.40 18.93  -1.048
H: 13.28 25.78 18.62  0.312
H: 11.77 26.81 18.50  0.368
H: 11.20 24.57 19.80  -0.020
H: 11.41 25.86 21.03  0.365
H: 12.64 24.61 20.58  0.417
H: 15.59 26.91 17.96  0.340
H: 15.51 26.61 19.69  0.315
H: 16.26 28.19 18.92  0.435
O: 9.76 33.23 19.44  -0.602
S: 10.34 32.30 20.38  1.116
O: 9.99 32.43 21.80  -0.614
O: 10.03 30.74 19.84  -0.295
C: 10.35 29.68 20.76  -0.117
C: 9.13 28.62 20.61  -0.745
C: 12.15 32.24 20.20  -0.872
H: 10.52 30.00 21.79  0.478
H: 11.29 29.19 20.51  -0.045
H: 9.14 28.10 19.65  0.256
H: 8.18 29.12 20.77  0.168
H: 9.13 27.90 21.43  0.235
H: 12.55 31.65 21.01  0.281
H: 12.51 33.27 20.25  0.439
H: 12.38 31.77 19.24  0.278
O: 5.94 18.84 25.69  -0.688
S: 6.66 20.02 26.22  1.062
O: 6.40 21.33 25.61  -0.677
O: 6.34 20.17 27.87  -0.475
C: 6.70 21.36 28.48  0.217
C: 5.65 21.74 29.54  -1.431
C: 8.48 19.72 26.22  -0.138
H: 6.84 22.17 27.76  0.154
H: 7.68 21.13 28.91  0.307
H: 6.00 22.52 30.22  0.383
H: 5.44 20.88 30.17  0.345
H: 4.75 22.18 29.12  0.318
H: 8.53 18.72 26.67  0.428
H: 8.84 20.49 26.90  0.024
H: 8.94 19.85 25.25  -0.179
O: 13.12 21.75 26.30  -0.536
S: 13.38 21.66 24.89  1.146
O: 14.51 22.42 24.31  -0.682
O: 13.50 20.05 24.38  -0.290
C: 14.11 19.81 23.11  -0.133
C: 14.31 18.28 22.92  -0.934
C: 11.81 22.13 23.91  -0.673
H: 15.05 20.36 23.13  0.448
H: 13.44 20.21 22.35  0.170
H: 13.38 17.72 22.86  -0.183
H: 14.98 17.91 23.70  0.405
H: 14.78 18.06 21.96  0.426
H: 11.53 23.11 24.30  0.344
H: 11.07 21.34 24.05  0.165
H: 12.12 22.21 22.87  0.276
O: 12.71 20.78 16.71  -0.731
S: 12.36 21.84 15.77  1.093
O: 12.97 22.05 14.45  -0.606
O: 10.76 21.76 15.58  -0.434
C: 9.93 21.67 16.75  1.056
C: 8.58 21.10 16.42  -1.162
C: 12.46 23.54 16.61  -0.812
H: 9.81 22.67 17.15  -0.473
H: 10.34 21.11 17.60  0.120
H: 7.94 21.77 15.85  0.337
H: 8.03 20.92 17.35  0.090
H: 8.65 20.16 15.88  0.454
H: 11.91 24.37 16.16  0.474
H: 13.49 23.89 16.71  0.508
H: 11.87 23.59 17.53  -0.036
O: 10.16 23.64 30.74  -0.621
S: 10.90 22.71 29.86  1.143
O: 10.80 21.25 30.05  -0.592
O: 10.53 23.10 28.28  -0.112
C: 10.63 24.43 27.76  -0.463
C: 9.47 24.76 26.76  -1.006
C: 12.69 23.15 29.84  -0.857
H: 11.58 24.49 27.21  0.299
H: 10.56 25.15 28.57  0.461
H: 9.33 24.03 25.97  0.068
H: 9.45 25.73 26.26  0.395
H: 8.56 24.50 27.29  0.356
H: 12.77 24.22 29.98  0.319
H: 13.16 22.82 28.91  0.199
H: 13.16 22.60 30.66  0.413
C: 3.98 24.92 20.63  -0.371
O: 4.91 25.29 19.65  -0.367
H: 3.93 25.73 21.35  0.236
H: 3.04 24.66 20.15  0.398
H: 4.27 23.98 21.10  -0.113
H: 4.81 24.82 18.82  0.220
C: 6.75 27.24 25.97  -0.186
O: 7.02 27.99 24.80  -0.404
H: 7.33 27.45 26.86  0.284
H: 5.77 27.41 26.42  0.280
H: 6.95 26.18 25.77  -0.190
H: 7.36 28.86 25.02  0.270
C: 8.41 24.78 18.10  -0.133
O: 9.51 25.17 17.26  -0.417
H: 8.58 25.12 19.12  -0.261
H: 7.52 25.31 17.77  0.477
H: 8.24 23.70 18.17  0.046
H: 9.26 24.94 16.36  0.245
C: 4.89 21.44 18.90  -0.283
O: 5.87 20.46 19.34  -0.334
H: 3.96 20.89 18.79  0.343
H: 4.78 22.26 19.61  -0.178
H: 5.25 21.84 17.95  0.274
H: 6.12 19.89 18.61  0.229
C: 5.77 19.21 22.60  -0.199
O: 4.59 18.48 23.11  -0.606
H: 5.88 19.16 21.52  0.193
H: 5.89 20.27 22.79  0.124
H: 6.65 18.68 22.97  0.171
H: 4.60 18.57 24.07  0.347
C: 4.71 23.72 24.41  -0.842
O: 5.38 22.77 23.59  -0.075
H: 4.22 23.32 25.30  0.320
H: 5.41 24.49 24.74  0.220
H: 3.96 24.28 23.85  0.243
H: 6.03 22.44 24.22  0.298
C: 5.50 28.42 21.11  -0.651
O: 5.89 27.92 19.88  -0.528
H: 5.73 29.48 21.19  0.315
H: 4.42 28.30 21.23  0.394
H: 6.01 27.89 21.92  0.103
H: 5.41 27.12 19.66  0.421
C: 11.55 18.92 19.51  0.020
O: 12.82 19.24 19.00  -0.603
H: 10.94 19.67 20.00  -0.133
H: 10.97 18.66 18.63  0.475
H: 11.61 18.07 20.20  -0.022
H: 12.81 19.79 18.21  0.501